No. 1
Computed, not measured: 2 unconnected molecules or ions with the total composition C2H6OS3, with ωB97M-V with the def2-TZVPD basis set.

```
12
Properties=species:S:1:pos:R:3:forces:R:3
C -1.616 -0.177 0.729 -2.20 0.92 3.08
C 1.965 0.180 -0.125 -0.73 1.12 0.83
O 1.638 1.018 0.891 -0.02 -2.47 2.01
S -1.834 -0.574 -0.812 -0.96 0.02 -2.23
S 1.821 -1.422 -0.110 -0.02 -0.58 0.15
S 2.376 1.055 -1.577 0.75 0.49 -0.08
H -0.839 -0.799 1.053 1.48 -0.46 0.80
H -2.500 -0.151 1.477 1.40 -0.11 -1.54
H 1.400 0.412 1.734 0.64 1.82 -2.77
H -2.590 -1.679 -1.078 -0.26 -0.76 -0.08
H -2.947 0.102 -1.200 0.53 0.36 0.00
H 3.125 2.036 -0.982 -0.61 -0.35 -0.18
```
Forces are in eV/Å.

Results
Kohn-Sham gap = 7.931 eV
energy above the lowest of the compared OMol25 structures with the same formula, charge and spin = 268.7 kJ/mol
electronic energy = -1349.457381 Eh
highest occupied orbital energy = -7.8 eV

natural (NBO) atomic charge list, values in e, 4 entries: -1.042, 0.003, -0.660, 0.545



No. 2
Computed, not measured: a single C2H6OS4 molecule, with ωB97M-V with the def2-TZVPD basis set.

```
13
Properties=species:S:1:pos:R:3:forces:R:3
C 1.044 0.226 -0.041 1.55 -0.09 -1.21
C -1.187 -0.371 0.207 -0.45 -0.99 -0.64
O 0.183 -0.813 -0.144 -2.70 0.25 0.31
S 0.719 1.426 -1.435 0.79 0.27 0.17
S 2.691 -0.567 0.205 0.38 2.67 0.70
S -2.089 -2.024 0.223 0.34 1.59 -0.38
S -1.341 0.512 1.833 0.70 0.94 -1.83
H 0.774 0.804 0.784 0.49 0.78 1.62
H -1.613 0.350 -0.584 0.79 -1.38 1.12
H 1.284 2.507 -0.817 -0.26 -0.56 -0.29
H 2.314 -1.658 -0.320 -0.64 -1.91 -0.99
H -1.901 -2.100 -1.114 -0.14 -0.24 0.33
H -0.877 1.710 1.202 -0.85 -1.34 1.09
```
Forces are in eV/Å.

Results
SMILES = SC(S)OC(S)S
Kohn-Sham gap = 9.693 eV
energy above the lowest of the compared OMol25 structures with the same formula, charge and spin = 4.6 kJ/mol
electronic energy = -1747.720904 Eh
highest occupied orbital energy = -9.4 eV

natural (NBO) atomic charge list, values in e, 4 entries: -0.102, -0.180, -0.568, -0.091



No. 3
Computed, not measured: a molecular structure, C2H6OS5, with ωB97M-V with the def2-TZVPD basis set.

```
14
Properties=species:S:1:pos:R:3:forces:R:3
C -1.100 0.590 -0.110 -0.22 0.77 0.59
C 0.065 -0.181 -0.614 1.28 -0.89 -0.59
O 1.883 0.258 1.593 -0.14 -0.46 0.88
S -1.564 0.233 1.620 -0.41 0.08 -0.19
S -0.802 2.383 -0.447 0.17 -0.32 -0.03
S 0.228 -1.868 -0.222 0.10 0.16 -0.27
S 4.344 0.588 -0.103 -1.37 -0.02 -0.50
S 2.068 0.843 0.266 0.61 0.74 -0.52
H -1.987 0.313 -0.689 0.15 -0.08 0.04
H 0.275 -0.008 -1.664 -0.04 0.01 -0.06
H -0.386 0.550 2.152 0.29 0.13 0.11
H -2.082 2.686 -0.649 -0.21 0.07 0.05
H -0.197 -1.746 1.037 -0.09 -0.05 0.20
H 4.508 0.238 1.169 -0.13 -0.14 0.29
```
Forces are in eV/Å.

Results
Kohn-Sham gap (spin up / spin down) = 6.769 / 6.950 eV
energy above the lowest of the compared OMol25 structures with the same formula, charge and spin = 87.7 kJ/mol
electronic energy = -2145.865976 Eh
highest occupied orbital energy (spin up / spin down) = -8.0 / -8.4 eV

natural (NBO) atomic charge list, values in e, 4 entries: -0.530, -0.416, -0.897, -0.010



No. 4
Computed, not measured: a molecular structure, C2H6OSSi, with ωB97M-V with the def2-TZVPD basis set.

```
11
Properties=species:S:1:pos:R:3:forces:R:3
C 0.302 1.865 -0.332 0.27 3.73 2.53
C 1.426 1.190 -0.273 0.39 1.41 0.66
O -0.373 -1.071 -0.763 5.22 2.78 -1.86
Si -0.972 -1.858 0.499 -1.79 1.63 0.26
S 1.615 -0.243 -1.068 -2.36 -4.16 -0.64
H 0.178 2.850 0.281 0.30 -1.92 -1.17
H -0.536 1.555 -0.854 -1.42 -0.75 -0.97
H 2.308 1.529 0.270 -0.24 0.01 0.14
H -2.106 -0.915 0.201 -0.99 -0.93 0.71
H -0.793 -1.707 1.937 0.79 0.05 0.36
H -1.050 -3.196 0.103 -0.19 -1.84 -0.01
```
Forces are in eV/Å.

Results
Kohn-Sham gap = 7.410 eV
energy above the lowest of the compared OMol25 structures with the same formula, charge and spin = 397.3 kJ/mol
electronic energy = -842.579048 Eh
highest occupied orbital energy = -9.1 eV

natural (NBO) atomic charge list, values in e, 4 entries: -0.301, -0.505, -1.018, 1.252



No. 5
Computed, not measured: 2 unconnected molecules or ions with the total composition C2H6OSe2, with ωB97M-V with the def2-TZVPD basis set.

```
11
Properties=species:S:1:pos:R:3:forces:R:3
C 1.054 1.606 -0.536 -0.10 0.75 -1.72
C 0.504 -0.145 0.889 0.17 -0.93 -0.37
O 1.120 1.072 0.657 0.14 -0.18 1.87
Se -3.552 -0.563 -0.037 -0.05 0.85 0.11
Se 1.509 -1.655 0.013 -0.23 0.26 0.59
H 0.430 1.195 -1.313 -0.10 -0.15 0.05
H 1.579 2.535 -0.655 0.05 0.08 0.01
H -0.527 -0.191 0.517 0.22 0.12 0.07
H 0.545 -0.340 1.961 -0.02 0.03 -0.21
H -3.479 -1.978 -0.239 0.05 -0.85 -0.12
H 0.818 -1.535 -1.257 -0.15 0.03 -0.28
```
Forces are in eV/Å.

Results
Kohn-Sham gap (spin up / spin down) = 7.701 / 6.352 eV
multiplicity = 3
electronic energy = -4957.746993 Eh
highest occupied orbital energy (spin up / spin down) = -7.1 / -9.0 eV

natural (NBO) atomic charge list, values in e, 4 entries: -0.102, -0.202, -0.486, -0.042



No. 6
Computed, not measured: 2 unconnected molecules or ions with the total composition C2H6OSi, with ωB97M-V with the def2-TZVPD basis set.

```
10
Properties=species:S:1:pos:R:3:forces:R:3
C 2.820 0.190 0.127 -1.78 -0.31 3.01
C -1.084 -0.667 -0.104 -0.62 0.02 -1.01
O 3.919 0.315 -0.269 1.53 0.48 -1.67
Si -2.512 0.331 -0.188 1.65 0.96 1.47
H 2.703 -0.364 1.115 -0.42 0.08 -0.81
H 1.874 0.692 -0.215 0.71 -0.22 -0.54
H -1.234 -1.649 -0.554 -0.15 -0.07 0.14
H -2.595 1.689 0.522 0.35 -0.72 -0.64
H -3.897 -0.046 -0.357 -0.29 -0.70 -0.33
H 0.007 -0.491 -0.077 -0.98 0.48 0.38
```
Forces are in eV/Å.

Results
SMILES = C=[SiH2].C=O
Kohn-Sham gap = 8.934 eV
energy above the lowest of the compared OMol25 structures with the same formula, charge and spin = 398.8 kJ/mol
electronic energy = -444.399159 Eh
highest occupied orbital energy = -9.0 eV

natural (NBO) atomic charge list, values in e, 4 entries: 0.285, -1.087, -0.481, 0.958



No. 7
Computed, not measured: a single C2H6S molecule, with ωB97M-V with the def2-TZVPD basis set.

```
9
Properties=species:S:1:pos:R:3:forces:R:3
C -0.490 0.483 1.194 -2.51 0.65 -0.06
S 0.414 1.158 -0.257 -0.73 -2.32 -0.43
C 0.506 -0.517 -1.292 0.22 2.17 0.67
H 0.117 -0.039 1.873 1.31 -0.85 0.62
H -1.394 -0.267 0.995 1.74 1.98 -0.05
H -0.830 1.380 1.818 0.06 -1.17 -1.13
H 1.121 -0.196 -2.183 -0.99 -0.66 0.79
H 1.118 -1.172 -0.643 -0.69 0.01 -0.59
H -0.562 -0.830 -1.505 1.60 0.20 0.16
```
Forces are in eV/Å.

Results
SMILES = CSC
Kohn-Sham gap = 9.718 eV
energy above the lowest of the compared OMol25 structures with the same formula, charge and spin = 67.6 kJ/mol
electronic energy = -477.950393 Eh
highest occupied orbital energy = -8.6 eV

natural (NBO) atomic charge list, values in e, 4 entries: -0.754, 0.121, -0.687, 0.203



No. 8
Computed, not measured: a single C2H6S2 molecule, with ωB97M-V with the def2-TZVPD basis set.

```
10
Properties=species:S:1:pos:R:3:forces:R:3
C 0.232 -0.801 0.399 -0.50 -0.94 -2.23
C 0.010 0.594 -0.338 2.52 1.08 2.75
H -1.672 0.131 2.155 2.41 -1.97 -0.89
H -0.390 -1.542 -0.210 1.55 0.54 0.59
H 1.369 -1.156 0.593 -2.76 0.97 -0.79
H 0.791 1.249 0.242 -1.21 -0.68 -1.57
H -0.919 1.008 0.056 -0.22 -0.18 -0.38
H 1.229 0.434 -2.789 -2.83 1.18 1.82
S -0.556 -0.919 2.027 -1.73 1.90 1.33
S -0.096 1.002 -2.135 2.76 -1.90 -0.61
```
Forces are in eV/Å.

Results
SMILES = SCCS
Kohn-Sham gap = 9.637 eV
energy above the lowest of the compared OMol25 structures with the same formula, charge and spin = 215.8 kJ/mol
electronic energy = -876.088282 Eh
highest occupied orbital energy = -9.1 eV

natural (NBO) atomic charge list, values in e, 4 entries: -0.553, -0.553, 0.150, 0.223



What did the fifth record say?
Computed, not measured: 2 unconnected molecules or ions with the total composition C2H6OSe2, with ωB97M-V with the def2-TZVPD basis set.

```
11
Properties=species:S:1:pos:R:3:forces:R:3
C 1.054 1.606 -0.536 -0.10 0.75 -1.72
C 0.504 -0.145 0.889 0.17 -0.93 -0.37
O 1.120 1.072 0.657 0.14 -0.18 1.87
Se -3.552 -0.563 -0.037 -0.05 0.85 0.11
Se 1.509 -1.655 0.013 -0.23 0.26 0.59
H 0.430 1.195 -1.313 -0.10 -0.15 0.05
H 1.579 2.535 -0.655 0.05 0.08 0.01
H -0.527 -0.191 0.517 0.22 0.12 0.07
H 0.545 -0.340 1.961 -0.02 0.03 -0.21
H -3.479 -1.978 -0.239 0.05 -0.85 -0.12
H 0.818 -1.535 -1.257 -0.15 0.03 -0.28
```
Forces are in eV/Å.

Results
Kohn-Sham gap (spin up / spin down) = 7.701 / 6.352 eV
multiplicity = 3
electronic energy = -4957.746993 Eh
highest occupied orbital energy (spin up / spin down) = -7.1 / -9.0 eV

natural (NBO) atomic charge list, values in e, 4 entries: -0.102, -0.202, -0.486, -0.042



Repeat the eighth record exactly.
Computed, not measured: a single C2H6S2 molecule, with ωB97M-V with the def2-TZVPD basis set.

```
10
Properties=species:S:1:pos:R:3:forces:R:3
C 0.232 -0.801 0.399 -0.50 -0.94 -2.23
C 0.010 0.594 -0.338 2.52 1.08 2.75
H -1.672 0.131 2.155 2.41 -1.97 -0.89
H -0.390 -1.542 -0.210 1.55 0.54 0.59
H 1.369 -1.156 0.593 -2.76 0.97 -0.79
H 0.791 1.249 0.242 -1.21 -0.68 -1.57
H -0.919 1.008 0.056 -0.22 -0.18 -0.38
H 1.229 0.434 -2.789 -2.83 1.18 1.82
S -0.556 -0.919 2.027 -1.73 1.90 1.33
S -0.096 1.002 -2.135 2.76 -1.90 -0.61
```
Forces are in eV/Å.

Results
SMILES = SCCS
Kohn-Sham gap = 9.637 eV
energy above the lowest of the compared OMol25 structures with the same formula, charge and spin = 215.8 kJ/mol
electronic energy = -876.088282 Eh
highest occupied orbital energy = -9.1 eV

natural (NBO) atomic charge list, values in e, 4 entries: -0.553, -0.553, 0.150, 0.223



electronic energy of number 1 (C2H6OS3)?
-1349.457381 Eh



What is the electronic energy in the second record?
-1747.720904 Eh